Entry from the OMol25 dataset: the molecule C5H6O3 at a distorted geometry (ωB97M-V with the def2-TZVPD basis set).

Its multiplicity is 1. Its LUMO energy is -1.21 eV. As for the SMILES: C/C(=C/C=O)C(=O)O. The HOMO-LUMO gap is 9.476 eV. The net charge is 0.

Bonds (Å) are listed after each position.
Atoms and positions in Å:
1 C 1.556 1.055 0.127  C2 1.481, H9 1.322, H10 1.148, H11 1.080
2 C 0.370 0.198 -0.098  C1 1.481, C3 1.313, C6 1.600
3 C -0.859 0.652 -0.191  C2 1.313, C4 1.493, H12 1.110
4 C -2.210 0.017 -0.146  C3 1.493, O5 1.280, H13 1.075
5 O -2.504 -1.197 0.133  C4 1.280
6 C 0.928 -1.300 -0.036  C2 1.600, O7 1.216, O8 1.339
7 O 2.112 -1.535 -0.173  C6 1.216
8 O 0.026 -2.289 0.009  C6 1.339, H14 1.049
9 H 1.162 2.196 0.668  C1 1.322
10 H 2.159 1.234 -0.835  C1 1.148
11 H 2.145 0.579 0.897  C1 1.080
12 H -0.865 1.760 -0.133  C3 1.110
13 H -3.043 0.653 -0.385  C4 1.075
14 H -0.976 -2.024 0.165  O8 1.049

natural (NBO) population analysis, charges in e, atoms 1 to 8:
1. C -0.63
2. C 0.02
3. C -0.35
4. C 0.41
5. O -0.55
6. C 0.76
7. O -0.56
8. O -0.69